# 1
This record from the Open Molecules 2025 dataset describes a 12-piece molecular cluster, C48H70N2O30 overall at a distorted geometry. The level of theory is ωB97M-V/def2-TZVPD.

Output
DFT total energy: -4237.6172 hartree
HOMO-LUMO gap (alpha / beta): 1.7 / 8.9 eV
2S+1: 2
net charge: -1
E_LUMO (alpha / beta): 0.06853 / 0.06933 Ha
⟨S²⟩: 0.75

The geometry in XYZ format:
```
150
Properties=species:S:1:pos:R:3:forces:R:3
C -4.08163 -3.36843 7.34895 -0.93 -0.57 -0.44
C -2.59434 -3.26825 7.43876 0.59 -1.20 -0.40
C -1.79623 -4.31164 6.61735 -0.79 -1.20 0.27
O -0.73490 -3.63995 5.96724 -0.39 2.69 0.69
C -1.00363 -2.24893 6.13263 0.35 -0.76 -0.09
O -0.34722 -1.35386 5.68760 -0.37 -0.97 0.07
O -2.12040 -2.06455 6.87201 0.63 0.72 -0.09
H -4.46945 -4.33727 7.66366 0.50 -0.46 0.09
H -4.37240 -3.30532 6.30035 -0.17 0.38 0.02
H -4.67600 -2.70480 7.97700 0.46 0.57 -0.20
H -2.25459 -3.39896 8.46619 0.04 0.63 0.15
H -2.35013 -4.85124 5.84915 -0.41 0.23 0.03
H -1.44213 -5.06520 7.32081 0.50 -0.04 -0.15
C -5.15222 -3.08424 -1.74346 -0.48 -1.16 1.52
C -5.50144 -4.37349 -2.50378 -0.24 0.82 -0.50
C -6.74572 -4.60221 -3.34625 -2.15 0.44 2.32
O -6.27813 -5.24407 -4.51691 -1.63 -0.70 -0.01
C -4.98685 -4.99032 -4.59889 2.85 -0.57 -4.87
O -4.23937 -5.20207 -5.58066 -2.66 0.25 3.15
O -4.62867 -4.36104 -3.54075 5.30 1.08 -0.97
H -5.99618 -2.86874 -1.08817 0.15 0.63 0.03
H -4.73610 -2.22915 -2.27616 -0.98 -0.16 -0.83
H -4.28637 -3.25643 -1.10412 -0.19 -0.52 0.31
H -5.32463 -5.34668 -2.04580 0.03 0.34 1.28
H -7.39092 -3.74507 -3.53892 0.48 0.32 -0.56
H -7.34846 -5.21000 -2.67143 -0.45 -0.75 -0.84
C 5.89690 3.73230 2.38749 -1.31 -1.12 0.50
C 6.46682 2.39513 1.95264 0.19 1.20 -0.21
C 5.50656 1.25585 1.94780 0.43 -1.75 0.47
O 5.70410 0.61894 0.67702 0.28 0.22 -1.02
C 6.50646 1.42689 -0.11884 -1.94 -3.59 -4.34
O 6.71134 1.22213 -1.34669 -0.52 0.65 4.64
O 6.88973 2.40554 0.57676 2.38 3.52 1.26
H 4.82382 3.54101 2.38874 -0.33 0.83 -0.52
H 6.16246 4.61282 1.80246 0.27 -0.22 0.41
H 6.06183 3.76040 3.46457 0.53 0.81 -0.05
H 7.26648 2.20723 2.66911 0.70 -0.39 -0.87
H 4.45138 1.46690 2.12144 0.09 0.11 -0.14
H 5.89983 0.57583 2.70346 -0.80 -0.39 0.05
C 5.25173 1.20840 -4.10958 2.19 0.95 -1.79
C 4.03350 1.76607 -3.48367 0.22 1.98 -1.09
C 2.88190 2.39287 -4.31540 0.29 0.61 0.48
O 1.86051 1.45285 -4.16713 -1.39 -2.89 1.06
C 2.15786 0.58345 -3.10156 -1.44 -1.28 0.44
O 1.40864 -0.22692 -2.51854 2.03 2.95 -2.54
O 3.45974 0.71075 -2.79883 -1.96 -0.44 1.57
H 6.05174 1.87120 -3.77975 0.47 -0.61 0.25
H 5.34224 1.34104 -5.18768 -0.65 -0.09 -0.34
H 5.51982 0.16760 -3.92801 -0.37 0.22 0.51
H 4.35369 2.63583 -2.91000 -0.09 -0.55 1.21
H 3.14008 2.72794 -5.31997 -0.09 -1.06 -0.43
H 2.42214 3.29553 -3.91300 0.73 0.17 0.51
C -1.63722 2.13876 4.94430 -0.55 0.01 0.32
C -3.01454 2.79069 4.55719 2.03 0.82 0.09
C -2.90572 4.35638 4.65415 0.40 -0.84 1.77
O -3.38189 4.86366 3.43409 -0.46 0.27 -0.12
C -3.69266 3.86042 2.65177 -2.55 -2.23 -4.24
O -4.26395 3.94010 1.52849 2.37 0.02 3.91
O -3.40376 2.62229 3.21107 0.01 1.59 -1.81
H -0.69784 2.52841 4.55208 -0.49 0.47 -1.22
H -1.58555 1.05743 4.81722 -0.34 0.03 0.18
H -1.39553 2.38917 5.97724 -0.73 -0.36 0.56
H -3.88833 2.39109 5.07189 0.54 0.03 0.82
H -1.90904 4.77111 4.80494 0.16 -0.47 -0.06
H -3.49235 4.65132 5.52419 -0.37 0.54 -0.33
C 1.32923 -0.01485 0.75628 0.50 -1.39 1.83
C 0.29821 -1.13647 1.28369 0.47 4.31 -1.27
C -0.71922 -0.60507 2.35256 0.60 -0.68 -1.27
O -2.02045 -0.85955 1.75423 0.16 -0.47 -2.12
C -1.85820 -1.17821 0.38908 -0.95 -1.25 0.07
O -2.72701 -1.51710 -0.42669 1.96 1.59 2.63
O -0.54678 -1.18107 0.08152 -0.48 -1.50 0.64
H 2.12212 0.10770 1.49412 -0.26 0.43 0.70
H 0.84257 0.93718 0.54440 -0.05 -0.26 -0.05
H 1.97637 -0.34642 -0.05574 -0.89 -0.15 -0.63
H 0.86373 -1.99064 1.65611 -0.61 -0.62 -0.84
H -0.59216 0.47071 2.47361 -0.13 -0.06 0.28
H -0.60444 -1.17643 3.27368 -0.34 0.33 0.08
C -0.82558 2.97957 -0.74911 0.57 -0.27 -0.44
C -1.38085 3.49210 -2.09430 -3.02 -0.65 2.80
C -2.04762 4.85802 -2.01145 1.78 -0.37 -0.04
O -1.69876 5.37962 -3.30095 -0.05 0.44 -1.01
C -0.58150 4.77343 -3.74033 0.99 0.97 -1.39
O 0.16721 5.18431 -4.61756 -1.69 -1.11 2.00
O -0.37707 3.63611 -3.01689 1.78 0.58 -1.42
H -0.09412 3.67124 -0.33118 0.49 0.09 -0.45
H -0.37498 2.01463 -0.98143 0.38 -0.02 0.18
H -1.41911 2.80814 0.14891 -1.13 0.07 -0.66
H -2.16941 2.85061 -2.48772 0.28 -0.63 -0.07
H -1.41731 5.43578 -1.33545 -0.80 0.44 0.62
H -3.12080 4.78609 -1.83480 0.39 0.46 -0.07
C -1.72326 -2.19732 -3.97736 -0.65 0.48 0.89
C -2.38835 -1.02901 -4.71057 1.01 -0.75 -1.09
C -1.64337 0.29000 -4.66949 -1.23 0.45 1.92
O -1.87262 0.87739 -5.97109 1.47 1.38 1.53
C -2.33731 -0.04157 -6.75359 -3.44 0.06 -5.83
O -2.82098 0.13601 -7.92579 2.51 -0.31 4.41
O -2.41752 -1.19182 -6.14990 -0.26 -2.41 0.17
H -2.15774 -3.18508 -4.13115 0.04 0.14 -0.76
H -1.96793 -2.04591 -2.92602 0.03 0.28 0.35
H -0.63330 -2.20735 -3.97934 -0.06 0.06 -0.59
H -3.43456 -0.90001 -4.43324 -0.05 -0.16 0.26
H -0.63932 0.20385 -4.25409 0.42 0.18 -1.06
H -2.20942 0.87283 -3.94285 0.36 0.61 -0.16
C 1.32404 -4.45224 2.75184 -0.54 -0.46 0.83
C 2.16305 -4.12284 3.93583 0.06 -1.19 -0.99
C 3.61640 -4.54078 3.79030 0.27 0.85 1.12
O 4.25487 -3.34406 3.31694 -0.92 1.81 0.85
C 3.39458 -2.25348 3.62017 0.81 -0.47 -2.11
O 3.61990 -1.09463 3.35133 0.21 -1.53 0.75
O 2.20330 -2.72191 3.98505 0.54 1.34 1.23
H 0.39568 -3.90040 2.89918 -0.22 -0.13 -0.37
H 1.12530 -5.50681 2.94283 -0.24 -0.25 -1.11
H 1.83956 -4.18339 1.82985 -0.29 -0.40 0.00
H 1.74546 -4.59062 4.82741 -0.16 0.62 0.20
H 3.86906 -5.39794 3.16619 -0.28 0.26 -0.18
H 3.93616 -4.69450 4.82095 0.64 -0.34 -0.04
C 1.63471 -3.38993 -1.53189 0.68 -0.39 -1.07
C 3.17862 -3.41467 -1.41966 -1.25 1.22 -0.30
C 3.75168 -2.82544 -0.13741 -0.84 0.07 -1.58
O 3.77066 -3.96739 0.70638 0.61 1.00 1.18
C 3.78012 -5.05165 -0.04683 -0.73 -1.72 0.21
O 3.86070 -6.18519 0.32502 0.48 0.08 0.70
O 3.53384 -4.74650 -1.29380 1.05 -1.37 -1.94
H 1.29848 -4.42640 -1.50355 -0.13 -0.06 1.22
H 1.31578 -3.25332 -2.56519 0.07 1.15 0.00
H 1.18554 -2.69279 -0.82453 -0.32 -0.28 -0.36
H 3.72917 -2.95741 -2.24179 -0.43 -0.20 -0.34
H 3.02657 -2.06650 0.15637 0.76 0.08 0.81
H 4.73720 -2.48505 -0.45520 0.19 0.33 1.16
N -4.68845 2.15487 -1.46641 1.69 -3.52 2.91
C -4.29453 1.22396 -2.45934 -1.37 1.69 1.70
C -4.61539 1.90624 -3.57504 1.35 -1.89 -2.24
C -4.98318 3.16735 -3.23479 -2.03 4.08 -2.77
C -5.06770 3.35954 -1.90705 -0.10 -1.45 0.63
H -4.79245 1.85211 -0.50849 0.37 0.31 0.13
H -3.84207 0.25369 -2.31704 -0.31 0.11 0.57
H -4.50913 1.51408 -4.57571 0.05 0.23 -0.12
H -5.32582 3.89786 -3.95266 0.20 0.11 -0.14
H -5.42304 4.07335 -1.17861 0.06 0.23 -0.45
N 2.25280 4.50889 -1.74184 -1.10 -3.17 1.43
C 2.87622 4.02900 -0.59195 1.19 1.50 0.39
C 4.00960 4.83252 -0.39126 -1.67 -0.81 -1.23
C 4.02747 5.66658 -1.52112 1.67 1.11 -0.44
C 2.98404 5.40889 -2.40025 0.97 1.26 1.30
H 1.40283 4.06945 -2.06516 0.08 0.12 -0.29
H 2.59876 3.20845 0.05312 -0.78 0.02 -0.45
H 4.74757 4.85721 0.39691 -0.37 -0.27 -0.18
H 4.85461 6.35842 -1.58104 -0.23 0.32 -0.71
H 2.61420 5.88547 -3.29606 0.19 -0.05 0.07
```
Positions in Å, forces in eV/Å.


# 2
This record from the Open Molecules 2025 dataset describes a 3-piece molecular cluster, C17H43ClF5N4OP3 overall. The level of theory is ωB97M-V/def2-TZVPD.

Output
DFT total energy: -2951.3197 hartree
HOMO-LUMO gap: 7.9 eV
E_LUMO: 0.01016 Ha
structure (SMILES): N=[PH2][PH](N)(CCCC(F)(F)C(F)(F)F)P(O)Cl.CCN(CC)CC.CCN(CC)CC

The geometry in XYZ format:
```
74
Properties=species:S:1:pos:R:3:forces:R:3
N -4.96030 -0.94060 -0.55731 0.16 -0.08 0.12
P -3.71528 -1.90670 -0.42883 -0.37 0.35 0.00
P -4.30156 -3.93369 0.43436 -0.05 -0.07 -0.18
N -4.59432 -3.12815 1.90928 0.04 -0.27 0.19
C -5.68475 -4.04082 -0.77044 -0.29 -0.29 0.01
C -5.32458 -4.42755 -2.21992 0.11 0.21 -0.08
C -4.12442 -5.37057 -2.37694 0.01 -0.03 0.17
C -4.14238 -6.14198 -3.69078 0.22 0.10 0.10
F -4.72560 -7.34386 -3.49605 -0.25 -0.34 0.05
F -4.88790 -5.50877 -4.61985 -0.07 0.26 -0.25
C -2.73026 -6.41908 -4.34086 0.13 0.04 0.15
F -2.45120 -7.72027 -4.33701 -0.03 0.00 -0.04
F -1.75156 -5.80195 -3.65539 -0.05 0.00 -0.08
F -2.68418 -5.97745 -5.59507 0.00 -0.04 0.03
P -4.79982 -6.06929 1.24570 -0.13 0.04 0.04
O -6.10108 -5.67746 2.20048 -0.21 0.00 -0.33
Cl -3.31733 -6.11628 2.69694 0.20 -0.03 0.09
H -4.84334 -0.06985 -0.05163 -0.11 0.01 -0.16
H -2.64274 -1.43848 0.36161 0.22 -0.16 -0.09
H -3.07696 -2.19173 -1.67247 0.20 0.00 0.06
H -3.00598 -4.46299 0.13764 0.04 0.15 0.03
H -5.58800 -2.94129 2.02063 0.10 0.15 -0.05
H -4.30660 -3.71981 2.68780 -0.10 0.06 -0.01
H -6.41946 -4.75103 -0.37224 0.11 0.07 0.03
H -6.14833 -3.04663 -0.76765 0.04 -0.07 0.03
H -6.21029 -4.88112 -2.66902 0.04 0.07 0.06
H -5.12649 -3.50972 -2.78024 -0.04 -0.13 -0.03
H -3.19358 -4.81080 -2.29315 -0.07 0.01 0.01
H -4.12144 -6.13071 -1.58851 0.06 0.04 -0.09
H -6.82008 -6.30682 2.05857 0.15 -0.04 0.21
C 2.86834 1.91407 -1.38702 0.04 0.04 0.02
C 2.45034 0.80241 -0.43745 0.08 -0.01 -0.06
N 1.08612 0.93802 0.04056 0.02 -0.02 -0.01
C 0.77203 0.06571 1.15824 -0.02 0.03 0.10
C 0.78370 -1.45025 0.92337 -0.02 0.00 0.03
C 0.06632 1.04428 -0.99006 -0.06 0.04 -0.05
C -0.04278 -0.09718 -2.00907 -0.09 0.00 0.01
H 2.70860 2.89103 -0.92761 -0.03 0.00 -0.02
H 3.92971 1.81666 -1.61894 0.00 0.01 0.01
H 2.32604 1.88439 -2.33276 -0.02 -0.02 0.01
H 3.10606 0.83629 0.43764 -0.05 -0.04 0.04
H 2.64403 -0.16685 -0.92534 -0.03 0.00 0.01
H -0.20901 0.36020 1.54289 0.00 0.00 -0.02
H 1.48763 0.29602 1.95379 0.03 0.00 -0.03
H -0.08101 -1.78409 0.34965 0.02 0.01 -0.03
H 0.75792 -1.96890 1.88379 0.00 0.00 0.00
H 1.68441 -1.77275 0.39955 0.00 0.01 0.00
H 0.22971 1.97651 -1.53542 0.06 0.00 0.02
H -0.89358 1.17239 -0.48218 0.00 -0.03 0.00
H 0.93289 -0.40201 -2.39045 0.02 0.03 0.01
H -0.63968 0.22827 -2.86322 -0.02 -0.01 0.01
H -0.52953 -0.97549 -1.58584 0.05 -0.03 -0.02
C 4.10646 3.56620 2.83923 -0.01 -0.05 0.02
C 5.07187 4.74049 2.82703 -0.01 0.02 0.03
N 5.27947 5.30101 1.50309 -0.02 0.00 0.03
C 6.40857 6.21263 1.43275 0.09 -0.02 -0.06
C 6.34306 7.51498 2.23986 0.01 0.01 -0.03
C 4.07544 5.72404 0.80809 -0.15 0.04 -0.11
C 3.17855 6.76658 1.49078 0.00 0.01 -0.04
H 4.42647 2.78827 2.14381 0.00 0.04 -0.04
H 4.07010 3.13391 3.84031 0.00 0.00 0.00
H 3.09036 3.86315 2.57660 0.00 0.00 0.00
H 6.04727 4.39976 3.18592 0.01 0.02 -0.01
H 4.72376 5.48812 3.55814 0.00 -0.01 0.00
H 6.57529 6.45285 0.37893 -0.02 0.00 0.00
H 7.29088 5.65153 1.75611 -0.02 -0.01 0.03
H 5.66274 8.24065 1.79588 -0.03 -0.02 0.02
H 7.33315 7.97372 2.27185 0.00 0.00 0.00
H 6.02967 7.33847 3.26957 0.01 -0.01 0.00
H 3.46687 4.83945 0.60456 0.05 -0.05 0.06
H 4.37580 6.09490 -0.17547 0.05 0.02 0.02
H 3.02656 6.53744 2.54659 -0.01 -0.01 0.00
H 2.19672 6.77324 1.01371 0.00 0.00 0.00
H 3.58246 7.77538 1.41893 0.03 -0.01 0.05
```
Positions in Å, forces in eV/Å.


# 3
This record from the Open Molecules 2025 dataset describes a single C19H23FN4O4 molecule at a distorted geometry. The level of theory is ωB97M-V/def2-TZVPD.

Output
DFT total energy: -1357.6395 hartree
HOMO-LUMO gap: 9.3 eV
E_LUMO: 0.02348 Ha
structure (SMILES): COc1ccc(CN2CCNC(=O)[C@@H]2CC(=O)N(C)Cc2ccon2)c(F)c1
ΔE to the lowest compared entry with this formula, charge and spin: 0.000 eV

The geometry in XYZ format:
```
51
Properties=species:S:1:pos:R:3:forces:R:3
C -6.71746 -0.83112 -0.15954 -0.17 0.05 -0.14
H -6.63679 -1.35561 -1.11675 0.01 0.03 0.03
O -5.61874 -1.10926 0.67606 0.27 -0.06 0.19
C -4.37581 -0.76453 0.25359 0.28 0.06 -0.07
C -4.08215 -0.14187 -0.95481 -0.46 -0.03 0.01
C -2.76935 0.16337 -1.27633 0.18 -0.16 0.22
C -1.71704 -0.13400 -0.42582 0.14 -0.04 -0.08
C -2.03915 -0.76239 0.77349 -0.28 0.00 -0.10
C -3.33125 -1.08037 1.12442 0.00 0.00 0.02
H -3.54467 -1.57046 2.05990 0.00 -0.07 0.13
F -1.04635 -1.09637 1.62505 -0.08 0.07 -0.09
C -0.28920 0.21573 -0.73832 -0.16 -0.02 0.13
N 0.11723 1.36961 0.05108 -0.13 0.05 0.04
C -0.42907 2.62953 -0.39263 -0.03 0.23 0.33
H 0.11722 3.05783 -1.25064 -0.06 -0.02 -0.02
H -1.46970 2.47982 -0.68390 0.05 0.05 0.00
C -0.36460 3.58855 0.79093 -0.41 -0.17 -0.28
N 0.99303 3.64372 1.27718 -0.14 0.44 0.16
C 1.90634 2.66646 1.16046 -0.01 -0.10 0.01
O 3.02128 2.77301 1.63902 0.30 -0.12 0.11
C 1.52743 1.43287 0.34628 0.40 -0.04 -0.01
C 2.47739 1.39882 -0.88984 -0.09 -0.03 0.03
H 3.38840 1.95207 -0.66302 -0.02 -0.02 0.01
C 2.80642 -0.02194 -1.29987 0.07 0.44 -0.10
O 2.32448 -0.51936 -2.30598 -0.24 -0.14 -0.25
N 3.63643 -0.72096 -0.49500 0.20 -0.32 -0.04
C 4.29333 -0.26874 0.70992 0.14 0.13 0.22
H 4.04665 0.75767 0.96220 -0.02 0.01 -0.01
H 4.00597 -0.91695 1.54205 0.02 0.08 0.03
H 5.37602 -0.34567 0.57658 0.00 0.02 0.05
C 3.78389 -2.14655 -0.75818 -0.03 0.00 -0.11
C 2.74266 -2.87512 0.02559 -0.39 -0.30 0.28
N 2.93508 -3.24155 1.26730 1.17 0.35 -0.28
O 1.77660 -3.76819 1.71953 -0.68 -0.27 0.26
C 0.86240 -3.71468 0.74829 0.25 0.34 -0.77
C 1.40734 -3.15614 -0.36711 -0.22 -0.28 0.52
H 0.95950 -2.96399 -1.31856 -0.16 0.03 -0.21
H -0.11443 -4.09165 0.97492 -0.15 -0.09 0.11
H 4.78272 -2.46492 -0.45701 -0.04 0.03 -0.04
H 3.63077 -2.31277 -1.82646 0.12 -0.05 0.19
H 1.98556 1.87874 -1.73772 0.08 -0.08 0.01
H 1.75312 0.56993 0.98563 0.06 0.15 -0.01
H 1.25926 4.42443 1.86103 0.11 -0.15 -0.05
H -1.03533 3.22728 1.58068 -0.01 0.06 -0.15
H -0.67733 4.59348 0.49453 0.03 -0.07 0.01
H 0.34747 -0.62198 -0.44772 0.02 0.04 -0.11
H -0.16757 0.37946 -1.81807 0.06 -0.09 0.05
H -2.55908 0.63657 -2.22449 0.06 0.06 -0.10
H -4.86277 0.10855 -1.65479 -0.10 0.01 -0.04
H -7.59285 -1.19364 0.37656 0.03 0.04 -0.08
H -6.82329 0.24329 -0.33975 0.02 -0.04 0.00
```
Positions in Å, forces in eV/Å.


Which of these has the lowest DFT total energy? C48H70N2O30


Among the records above, which one has the highest DFT total energy? C19H23FN4O4


Which value of DFT total energy does entry 3 give? -1357.6395 hartree


Among the records above, which one has the highest DFT total energy? C19H23FN4O4